Formula: C10H11F2NO
Source: OMol25
Level of theory: wB97M-V/def2-TZVPD

* 2S+1: 1
* energy relative to the best compared isomer or geometry (same formula, charge and spin): 103.96 kcal/mol
* DFT total energy: -19515.120 eV
* gap between HOMO and LUMO (spin up / spin down): 0.308 / 0.272 Ha
* highest occupied orbital energy (spin up / spin down): -7.872 / -6.863 eV

Last column: Löwdin charge in e.
Geometry (Å):
C 0.519 0.833 -1.701  -0.05
C -1.360 -0.132 -0.584  -0.01
C 0.627 -0.270 -2.519  -0.04
C -1.294 -1.261 -1.386  0.02
C -0.400 0.887 -0.709  -0.30
C -0.253 -1.295 -2.355  -0.27
C -0.584 2.543 1.113  0.07
C 0.581 2.041 4.510  -0.03
C 0.454 -2.579 -4.336  -0.10
C -0.290 1.260 3.479  -0.35
N -0.550 2.045 0.020  0.06
O -0.338 -2.455 -3.135  -0.11
F -1.519 0.843 3.950  0.00
F 0.450 0.160 3.063  -0.03
H 1.332 1.568 -1.749  0.13
H -1.965 -0.031 0.292  0.11
H 1.440 -0.294 -3.395  0.16
H -1.994 -2.132 -1.229  0.14
H -0.632 3.590 1.550  0.08
H 0.083 1.852 5.446  0.06
H 0.781 3.063 4.246  0.05
H 1.615 1.406 4.444  0.13
H 0.474 -1.735 -5.030  0.08
H -0.191 -3.296 -4.880  0.09
H 1.429 -3.172 -4.363  0.11

Cartesian forces, eV/Å:
C 2.3 0.6 -0.3
C 0.9 -0.5 0.2
C 2.1 -0.2 -2.5
C 0.1 0.2 0.4
C -1.6 -0.4 0.0
C -1.9 -2.2 -0.5
C 0.3 -0.1 2.4
C 1.4 -3.3 -1.6
C -1.0 -2.2 -1.2
C 0.8 0.3 -0.8
N 0.3 1.4 0.2
O 1.6 1.2 -0.1
F 1.4 0.2 -0.3
F -1.3 0.5 0.3
H -0.7 0.1 -0.1
H -0.8 -0.2 0.1
H -1.9 0.0 2.3
H 1.0 1.1 -0.4
H -0.2 -1.1 -1.1
H 0.2 0.5 0.7
H -0.2 0.4 0.1
H -2.4 1.8 0.5
H 0.2 0.5 0.7
H 0.3 0.3 0.0
H -0.8 1.3 1.1

---

Formula: C10H11N5O2S
Source: OMol25
Level of theory: wB97M-V/def2-TZVPD

* 2S+1: 1
* structure (SMILES): [H]/N=C(\N)N/N=C1\CCSc2ccc([N+](=O)[O-])cc21
* energy relative to the best compared isomer or geometry (same formula, charge and spin): 0.00 kcal/mol
* DFT total energy: -32925.362 eV
* gap between HOMO and LUMO: 0.276 Ha
* highest occupied orbital energy: -8.495 eV

Last column: Löwdin charge in e.
Geometry (Å):
O 1.096 -3.197 2.649  0.06
O 1.420 -2.196 4.600  0.07
N -2.516 -1.598 -3.950  0.09
N -0.761 -0.433 -1.076  0.10
S 0.616 3.306 0.910  0.97
C -1.933 -1.597 -2.829  -0.59
C -0.196 0.626 -0.562  -0.21
C 1.395 1.500 2.751  -0.08
C 1.484 0.250 3.364  0.01
C 0.567 -0.761 1.408  0.09
C 0.837 1.632 1.478  -0.47
C 0.410 0.523 0.790  -0.15
C 1.113 -0.919 2.704  -0.15
N -1.839 -2.796 -2.253  0.13
N -1.374 -0.461 -2.294  0.06
N 1.256 -2.173 3.361  -0.32
C 0.860 2.989 -0.848  -0.46
C -0.135 1.940 -1.321  -0.20
H -2.894 -2.488 -4.246  0.04
H 1.668 2.434 3.230  0.10
H 1.844 0.239 4.378  0.12
H 0.181 -1.662 0.937  0.11
H -1.190 -2.764 -1.485  0.08
H -1.810 -3.571 -2.885  0.10
H -1.608 0.406 -2.705  0.12
H 0.683 3.960 -1.376  0.10
H 1.846 2.683 -1.055  0.07
H 0.106 1.735 -2.381  0.12
H -1.124 2.391 -1.294  0.12

Cartesian forces, eV/Å:
O 0.6 1.9 1.5
O 0.0 0.1 -2.5
N -0.5 2.7 -1.7
N 0.4 0.0 0.9
S 0.3 -0.4 0.0
C -1.1 -1.2 -2.2
C -0.7 -0.9 -1.5
C -0.5 -0.6 -0.1
C 0.3 1.0 0.3
C 0.0 -0.2 0.6
C 0.3 1.1 0.5
C -0.1 -2.4 -0.1
C -0.4 2.7 -1.7
N 1.3 -0.4 3.3
N 1.0 0.6 1.5
N -0.9 -2.9 0.9
C -1.5 0.8 0.0
C -0.1 0.0 -0.6
H 0.1 0.0 0.3
H 0.2 -0.4 0.3
H 0.2 -0.3 0.2
H 0.2 0.3 -0.2
H 0.2 -0.9 0.4
H 0.2 -0.1 0.1
H -0.4 0.7 -0.9
H 0.1 -0.8 0.4
H 1.3 -0.3 0.0
H -0.2 -0.1 0.3
H -0.3 0.1 -0.1

---

Formula: C10H11NO
Source: OMol25
Level of theory: wB97M-V/def2-TZVPD

* 2S+1: 1
* structure (SMILES): CC(=O)N1CCc2ccccc21
* energy relative to the best compared isomer or geometry (same formula, charge and spin): 24.49 kcal/mol
* DFT total energy: -14085.526 eV
* gap between HOMO and LUMO: 0.348 Ha
* highest occupied orbital energy: -8.662 eV

Last column: Löwdin charge in e.
Geometry (Å):
C 2.231 -1.810 0.312  -0.01
C 2.190 -0.302 0.046  -0.48
C 0.967 1.702 -0.366  -0.12
C -0.379 2.149 0.274  -0.12
C -1.194 0.906 0.098  -0.18
C -2.590 0.731 0.087  -0.03
C -3.089 -0.528 -0.013  -0.12
C -2.247 -1.617 -0.212  -0.07
C -0.832 -1.439 -0.161  -0.02
C -0.332 -0.193 0.086  -0.17
H 2.125 -2.292 -0.720  0.11
H 3.168 -2.108 0.770  0.07
H 1.456 -2.204 1.014  0.08
H 0.865 1.778 -1.536  0.16
H 1.971 2.255 -0.056  0.16
H -0.835 3.104 -0.135  0.13
H -0.236 2.237 1.456  0.16
H -3.282 1.515 0.139  0.10
H -4.175 -0.775 -0.056  0.12
H -2.669 -2.630 -0.234  0.11
H -0.203 -2.339 -0.408  0.11
N 1.005 0.296 0.070  0.00
O 3.303 0.225 -0.204  0.01

Cartesian forces, eV/Å:
C -1.0 -0.7 -0.5
C 3.7 -2.1 0.1
C 0.8 1.7 -0.6
C 0.4 1.2 1.7
C -1.2 0.1 0.6
C 2.1 0.2 0.0
C -1.3 -2.5 -0.7
C 1.2 0.1 1.0
C -0.9 -2.6 -0.6
C 0.1 0.7 -1.0
H 0.1 0.3 1.5
H 0.3 0.3 -0.4
H 0.3 0.4 -0.8
H 0.3 -0.3 2.1
H -2.4 -1.2 -0.5
H 0.7 -1.2 0.5
H -0.2 0.2 -2.4
H -0.5 1.4 0.1
H 0.9 0.7 0.2
H 0.3 0.5 -0.4
H -0.6 1.2 0.6
N -0.3 1.5 -0.8
O -2.7 -0.1 0.4

---

Formula: C10H11NO2
Source: OMol25
Level of theory: wB97M-V/def2-TZVPD

* 2S+1: 1
* structure (SMILES): COc1cc2c(cc1O)C=NCC2
* energy relative to the best compared isomer or geometry (same formula, charge and spin): 67.63 kcal/mol
* DFT total energy: -16131.358 eV
* gap between HOMO and LUMO: 0.332 Ha
* highest occupied orbital energy: -8.468 eV

Last column: Löwdin charge in e.
Geometry (Å):
C 3.455 -0.880 0.585  -0.08
C 1.521 -0.204 -0.397  -0.24
C 0.402 -1.031 -0.540  0.07
C -0.865 -0.518 -0.347  -0.24
C -2.001 -1.351 -0.352  -0.15
C -3.132 -0.614 0.424  -0.18
C -2.278 1.481 -0.174  -0.12
C -1.001 0.843 -0.426  -0.15
C 0.094 1.659 -0.192  0.03
C 1.383 1.200 -0.228  -0.22
H 2.881 -1.528 1.270  0.09
H 3.642 0.146 1.183  0.13
H 4.434 -1.289 0.275  0.09
H 0.594 -2.106 -0.688  0.15
H -1.750 -2.310 0.133  0.13
H -2.323 -1.503 -1.397  0.14
H -4.099 -1.083 0.145  0.11
H -2.875 -0.805 1.419  0.09
H -2.344 2.543 -0.230  0.11
H -0.037 2.690 -0.163  0.11
H 2.365 2.696 0.459  0.13
N -3.338 0.811 0.030  0.06
O 2.716 -0.790 -0.635  -0.09
O 2.557 1.941 -0.153  0.04

Cartesian forces, eV/Å:
C 0.9 1.2 1.1
C -1.1 0.2 -1.3
C 1.2 0.1 0.9
C 2.5 0.6 -1.7
C -3.0 -1.1 0.0
C -1.0 -0.8 -3.8
C -1.1 -1.6 -0.9
C 0.6 1.3 2.8
C 1.1 -0.4 -1.2
C 0.9 -1.8 0.1
H 0.5 0.0 -0.2
H -0.5 -2.0 -1.7
H -0.5 0.1 0.6
H -0.2 0.6 0.1
H -0.4 0.2 -0.4
H 0.0 -0.3 0.3
H 0.6 0.0 0.7
H -0.2 0.6 2.0
H -0.1 0.9 -0.4
H -0.4 1.8 0.2
H 0.4 -0.8 -0.9
N 0.3 -0.1 1.8
O 0.8 0.6 0.9
O -1.3 0.8 1.0